Entry 1:
Entry from OMol25: a single C5H8N2 molecule (ωB97M-V/def2-TZVPD).

Properties
LUMO energy (alpha / beta) = 0.7 / 0.8 eV
Kohn-Sham gap (alpha / beta) = 7.24 / 7.17 eV
E_HOMO (alpha / beta) = -6.5 / -6.4 eV

Positions of all 15 atoms, in Å:
C: 0.67 1.83 0.84
C: 0.78 0.37 1.01
N: 0.21 -0.51 0.20
C: -1.00 -0.19 -0.54
C: -1.19 -1.38 -1.40
N: -0.26 -2.24 -1.13
C: 0.57 -1.74 -0.18
H: 1.19 2.49 1.54
H: 1.03 2.14 -0.15
H: -0.39 2.08 0.91
H: -0.77 0.76 -1.07
H: 1.53 0.06 1.71
H: -1.84 0.02 0.13
H: -1.99 -1.48 -2.13
H: 1.45 -2.21 0.24

---

Entry 2:
Entry from OMol25: a single C5H8N2 molecule (ωB97M-V/def2-TZVPD).

Properties
LUMO energy = 1.0 eV
Kohn-Sham gap = 11.41 eV
E_HOMO = -10.4 eV

Positions of all 15 atoms, in Å:
N: 1.95 -0.68 -0.04
C: 0.84 0.10 0.44
C: 1.31 2.63 0.16
N: 1.15 1.52 0.52
C: -0.36 -0.03 -0.47
C: -1.71 0.34 0.06
C: -1.37 -1.10 -0.21
H: 2.77 -0.54 0.54
H: 2.19 -0.38 -0.98
H: 0.58 -0.24 1.45
H: -0.15 0.23 -1.51
H: -1.78 0.67 1.09
H: -2.40 0.84 -0.61
H: -1.82 -1.59 -1.07
H: -1.20 -1.75 0.64

---

Entry 3:
Entry from OMol25: 2 unconnected molecules or ions with the total composition C5H8N2 (ωB97M-V/def2-TZVPD).

Properties
LUMO energy = 0.6 eV
Kohn-Sham gap = 8.24 eV
E_HOMO = -7.7 eV

Positions of all 15 atoms, in Å:
C: -2.65 0.38 -0.79
C: -1.42 -0.95 0.91
C: -1.58 -0.18 -0.14
C: 2.02 0.05 0.65
C: 0.33 0.71 -0.97
N: -3.45 1.00 -1.35
N: 1.27 -0.10 -0.60
H: -0.40 -1.04 1.32
H: -2.24 -1.47 1.43
H: 3.06 0.39 0.45
H: 1.49 0.73 1.23
H: 1.93 -0.98 1.26
H: -0.07 0.82 -1.94
H: 0.00 1.45 -0.29
H: 1.69 -0.81 -1.15

---

Entry 4:
Entry from OMol25: a single C5H8N2 molecule (ωB97M-V/def2-TZVPD).

Properties
LUMO energy = 0.7 eV
SMILES string = C=C(C)CNC#N
Kohn-Sham gap = 10.44 eV
E_HOMO = -9.8 eV

Positions of all 15 atoms, in Å:
C: -0.49 1.25 -1.11
C: -0.12 0.04 -0.69
C: 1.08 -0.70 -1.22
C: -0.88 -0.63 0.44
N: -0.22 -0.47 1.75
C: -0.05 0.78 2.19
N: 0.05 1.88 2.58
H: -1.36 1.75 -0.70
H: 0.08 1.78 -1.87
H: 0.77 -1.53 -1.86
H: 1.73 -0.04 -1.81
H: 1.68 -1.13 -0.41
H: -0.98 -1.71 0.27
H: -1.88 -0.21 0.53
H: 0.58 -1.07 1.91

---

Entry 5:
Entry from OMol25: a single C5H8N2 molecule (ωB97M-V/def2-TZVPD).

Properties
LUMO energy (alpha / beta) = 0.9 / 0.9 eV
Kohn-Sham gap (alpha / beta) = 7.96 / 7.96 eV
E_HOMO (alpha / beta) = -7.1 / -7.1 eV

Positions of all 15 atoms, in Å:
C: -0.44 1.57 -1.74
N: -0.77 0.50 -1.07
C: -1.58 0.43 0.03
C: -0.47 0.19 1.01
C: 0.35 -0.77 0.20
C: 1.34 -1.74 0.75
N: 0.19 -0.58 -1.06
H: -0.91 2.49 -1.42
H: 0.27 1.51 -2.54
H: 0.18 1.11 0.93
H: -2.25 1.28 0.13
H: -0.67 -0.05 2.06
H: 0.83 -2.50 1.36
H: 2.04 -1.21 1.40
H: 1.90 -2.24 -0.05

---

Entry 6:
Entry from OMol25: a molecular structure, C5H8N2 (ωB97M-V/def2-TZVPD).

Properties
LUMO energy = 0.7 eV
Kohn-Sham gap = 8.96 eV
E_HOMO = -8.2 eV

Positions of all 15 atoms, in Å:
C: -2.21 -0.27 -0.46
N: -0.88 -0.16 0.09
C: -0.51 -0.36 1.38
N: 0.74 -0.08 1.68
C: 1.27 0.26 0.46
C: 2.54 0.23 -0.17
C: 0.27 0.40 -0.55
H: -2.24 -0.98 -1.28
H: -2.89 -0.61 0.33
H: -2.56 0.71 -0.82
H: -1.22 -0.77 2.09
H: 2.74 -0.67 -0.75
H: 1.43 0.29 -1.34
H: 3.43 0.62 0.32
H: 0.08 1.39 -0.98

---

Entry 7:
Entry from OMol25: a molecular structure, C5H8N2 (ωB97M-V/def2-TZVPD).

Properties
LUMO energy (alpha / beta) = 0.3 / 0.3 eV
Kohn-Sham gap (alpha / beta) = 8.23 / 8.23 eV
E_HOMO (alpha / beta) = -7.9 / -7.9 eV

Positions of all 15 atoms, in Å:
C: 0.03 -0.68 -1.98
C: 0.05 0.29 -0.82
N: 0.80 -0.08 0.35
C: 0.73 1.00 1.22
C: -0.54 0.78 1.79
N: -0.72 -0.66 1.91
C: 0.08 -1.12 1.03
H: -0.76 -0.39 -2.68
H: 0.98 -0.69 -2.53
H: -0.19 -1.70 -1.65
H: -1.09 0.82 0.47
H: 0.18 1.34 -1.09
H: 1.10 1.95 0.87
H: -1.05 1.39 2.52
H: 0.18 -2.16 0.73

---

Entry 8:
Entry from OMol25: a single C5H8N2 molecule (ωB97M-V/def2-TZVPD).

Properties
LUMO energy = 0.9 eV
SMILES string = CC1(C)N[C@H]1C#N
Kohn-Sham gap = 10.84 eV
E_HOMO = -10.0 eV

Positions of all 15 atoms, in Å:
C: -0.59 1.30 -0.22
C: -0.22 -0.18 -0.10
C: -1.22 -1.01 0.64
N: 0.41 -0.79 -1.26
C: 1.19 -0.66 -0.03
C: 2.10 0.41 0.23
N: 2.84 1.25 0.54
H: -0.83 1.75 0.74
H: -1.50 1.37 -0.85
H: 0.19 1.91 -0.70
H: -2.18 -0.96 0.12
H: -0.89 -2.05 0.66
H: -1.36 -0.66 1.67
H: 0.68 -0.09 -1.94
H: 1.45 -1.59 0.48

---

Entry 9:
Entry from OMol25: a single C5H8N2 molecule (ωB97M-V/def2-TZVPD).

Properties
LUMO energy = 0.8 eV
Kohn-Sham gap = 9.36 eV
E_HOMO = -8.6 eV

Positions of all 15 atoms, in Å:
C: -1.23 0.94 1.00
C: 0.23 -0.84 -1.61
C: 1.62 -0.59 -0.97
C: 1.82 0.82 -0.63
N: 1.95 1.94 -0.37
C: -0.80 -0.50 0.71
N: -0.75 -0.78 -0.74
H: -1.32 1.09 2.08
H: -0.49 1.65 0.61
H: -2.20 1.16 0.54
H: 2.38 -0.86 -1.70
H: 1.80 -1.19 -0.07
H: -1.52 -1.21 1.14
H: 0.17 -0.71 1.16
H: -1.66 -0.93 -1.14

---

Entry 10:
Entry from OMol25: a single C5H8N2 molecule (ωB97M-V/def2-TZVPD).

Properties
LUMO energy = 1.0 eV
SMILES string = [H]/N=C(\N)C=C=CC
Kohn-Sham gap = 10.16 eV
E_HOMO = -9.2 eV

Positions of all 15 atoms, in Å:
H: -1.90 -2.48 -1.01
N: -1.36 -1.90 -0.36
C: -1.60 -0.66 -0.56
N: -2.52 -0.13 -1.46
C: -0.94 0.37 0.28
C: 0.25 0.24 0.80
C: 1.45 0.17 1.32
C: 2.69 0.75 0.68
H: -2.29 0.78 -1.83
H: -2.85 -0.77 -2.18
H: -1.51 1.28 0.48
H: 1.55 -0.34 2.28
H: 3.16 0.03 0.00
H: 2.45 1.65 0.12
H: 3.42 1.01 1.45

---

Entry 11:
Entry from OMol25: a single C5H8N2 molecule (ωB97M-V/def2-TZVPD).

Properties
LUMO energy = 0.9 eV
SMILES string = C[C@H]1N[C@]1(C)C#N
Kohn-Sham gap = 10.97 eV
E_HOMO = -10.1 eV

Positions of all 15 atoms, in Å:
C: 1.65 -0.89 0.00
C: 0.92 0.43 0.01
N: 0.14 0.86 -1.16
C: -0.58 0.46 0.06
C: -1.43 -0.78 -0.13
C: -1.21 1.50 0.87
N: -1.74 2.31 1.50
H: 1.54 -1.42 0.96
H: 1.26 -1.55 -0.78
H: 2.72 -0.76 -0.17
H: 1.45 1.24 0.52
H: 0.18 1.87 -1.20
H: -0.93 -1.45 -0.84
H: -1.62 -1.31 0.81
H: -2.38 -0.48 -0.58

---

Entry 12:
Entry from OMol25: a single C5H8N2 molecule (ωB97M-V/def2-TZVPD).

Properties
LUMO energy = 0.9 eV
SMILES string = C=C[C@@H](N)C1=NC1
Kohn-Sham gap = 9.85 eV
E_HOMO = -8.9 eV

Positions of all 15 atoms, in Å:
C: 1.37 1.44 -0.42
C: 0.28 0.71 -0.61
C: -0.70 0.24 0.45
N: -1.99 0.85 0.29
C: -0.44 -1.22 0.31
N: -0.60 -2.45 0.44
C: 0.87 -1.71 0.03
H: 1.96 1.77 -1.26
H: 1.68 1.77 0.57
H: 0.05 0.32 -1.60
H: -0.31 0.48 1.45
H: -2.59 0.68 1.09
H: -2.46 0.49 -0.54
H: 1.65 -1.46 0.76
H: 1.23 -1.93 -0.97

---

Entry 13:
Entry from OMol25: 2 unconnected molecules or ions with the total composition C5H8N2 (ωB97M-V/def2-TZVPD).

Properties
LUMO energy = 1.2 eV
SMILES string = N[C@@H]1C=N1.C1=CC1
Kohn-Sham gap = 10.27 eV
E_HOMO = -9.1 eV

Positions of all 15 atoms, in Å:
N: -1.35 1.01 -1.02
C: -1.57 0.56 0.32
C: -1.27 -0.77 0.76
N: -2.52 -0.59 0.68
H: -2.11 1.59 -1.35
H: -1.22 0.24 -1.67
H: -1.56 1.39 1.03
H: -0.55 -1.54 1.01
C: 1.56 0.54 0.32
C: 1.95 -0.58 0.84
C: 1.71 -0.59 -0.64
H: 1.31 1.58 0.42
H: 2.26 -1.16 1.70
H: 0.82 -1.09 -1.05
H: 2.56 -0.61 -1.33

---

Entry 14:
Entry from OMol25: a single C5H8N2 molecule (ωB97M-V/def2-TZVPD).

Properties
LUMO energy (alpha / beta) = 0.1 / -0.4 eV
Kohn-Sham gap (alpha / beta) = 8.70 / 7.13 eV
E_HOMO (alpha / beta) = -8.6 / -7.5 eV

Positions of all 15 atoms, in Å:
C: 0.07 1.54 -1.03
C: -0.26 0.13 -0.61
C: 0.52 -0.76 0.30
C: 1.80 -0.24 0.57
N: 2.83 0.08 0.01
N: -0.67 -0.01 0.76
C: -1.73 -1.00 1.00
H: 0.26 2.19 -0.17
H: 0.89 1.61 -1.76
H: -0.82 1.93 -1.54
H: 2.61 0.10 -0.99
H: 0.52 -1.84 0.23
H: -1.69 -1.85 0.30
H: -2.70 -0.50 0.89
H: -1.62 -1.36 2.02

---

Entry 15:
Entry from OMol25: a single C5H8N2 molecule (ωB97M-V/def2-TZVPD).

Properties
LUMO energy = 0.7 eV
Kohn-Sham gap = 7.58 eV
E_HOMO = -6.9 eV

Positions of all 15 atoms, in Å:
C: 1.24 1.45 -0.11
C: 0.79 0.24 -0.87
C: -0.27 -1.89 -0.73
N: -0.18 -0.58 -0.46
C: -1.27 -0.03 0.37
C: -0.92 -0.01 1.80
N: -0.67 0.03 2.93
H: 0.52 1.81 0.63
H: 1.44 2.29 -0.79
H: 2.17 1.26 0.44
H: 1.46 -0.20 -1.60
H: -1.24 -2.36 -0.67
H: 0.58 -2.36 -1.19
H: -1.49 0.99 0.03
H: -2.15 -0.65 0.22

---

Entry 16:
Entry from OMol25: a single C5H8N2 molecule (ωB97M-V/def2-TZVPD).

Properties
LUMO energy (alpha / beta) = 0.7 / 0.7 eV
Kohn-Sham gap (alpha / beta) = 7.54 / 7.54 eV
E_HOMO (alpha / beta) = -6.8 / -6.8 eV

Positions of all 15 atoms, in Å:
C: 0.81 -0.34 -1.71
C: 0.04 -1.00 -0.62
C: -0.98 -0.96 1.55
N: -0.49 -0.39 0.44
C: -0.51 1.08 0.45
C: 0.77 1.64 0.88
N: 1.78 2.11 1.20
H: 1.23 0.64 -1.43
H: 0.23 -0.20 -2.64
H: 1.67 -0.96 -1.98
H: -0.04 -2.08 -0.60
H: -1.54 -0.36 2.25
H: -0.91 -2.04 1.64
H: -0.75 1.45 -0.55
H: -1.30 1.41 1.12

---

Entry 17:
Entry from OMol25: a single C5H8N2 molecule (ωB97M-V/def2-TZVPD).

Properties
LUMO energy = 0.7 eV
SMILES string = C=C(C)CNC#N
Kohn-Sham gap = 10.34 eV
E_HOMO = -9.7 eV

Positions of all 15 atoms, in Å:
C: -1.73 -0.01 0.20
C: -0.45 -0.11 0.55
C: 0.19 -1.40 1.03
C: 0.48 1.05 0.31
N: 1.23 0.81 -0.94
C: 0.54 0.71 -2.08
N: -0.01 0.70 -3.11
H: -2.19 0.94 -0.07
H: -2.35 -0.90 0.20
H: 0.48 -1.27 2.08
H: -0.50 -2.25 0.97
H: 1.10 -1.67 0.47
H: 1.22 1.21 1.11
H: -0.07 1.99 0.17
H: 2.05 0.22 -0.88